No. 1
DFT (ωB97M-V with the def2-TZVPD basis set) results for a molecular structure, C26H21ClF6N10O9RuSb.

```
75
Properties=species:S:1:pos:R:3:forces:R:3:lowdin_spin:R:1
Ru -0.0690 0.4539 0.4555 -0.05 -0.14 0.17 3.1096
C -2.8173 -4.2627 -0.2675 0.02 0.02 0.00 -0.0013
N -1.7288 -3.2955 -0.3655 -0.02 -0.01 -0.07 0.0044
C -1.7375 -2.0189 -0.0258 0.02 -0.04 -0.01 0.0099
N -0.5126 -1.5248 -0.2055 -0.06 0.04 -0.09 0.0275
C 0.2103 -2.5830 -0.6783 0.02 -0.01 0.01 0.0049
N -0.4992 -3.6692 -0.7921 -0.01 0.01 0.00 0.0023
C -3.8196 -4.1419 -1.3931 0.02 -0.01 -0.02 0.0075
C -5.0845 -4.7344 -1.2537 0.00 -0.01 -0.01 0.0970
C -6.0237 -4.6942 -2.2773 0.00 0.00 0.00 -0.0050
C -5.7285 -4.0490 -3.4614 0.00 0.00 0.00 0.0712
C -4.4685 -3.4407 -3.6033 -0.01 0.01 0.00 0.0402
C -3.5152 -3.4996 -2.5669 0.00 0.00 0.01 0.0486
C -4.1555 -2.7411 -4.7904 0.00 -0.01 0.01 0.1085
N -4.8983 -2.5869 -5.8992 0.00 0.00 0.00 0.1394
N -4.2113 -1.8432 -6.7343 0.01 0.00 0.00 0.1391
C -3.0468 -1.5366 -6.1387 -0.01 0.00 0.00 0.1089
O -2.9806 -2.0943 -4.9138 0.00 0.00 0.00 -0.0189
C -1.9892 -0.7320 -6.6181 0.01 0.01 -0.01 0.0413
C -2.0745 -0.1418 -7.8942 0.00 -0.01 0.01 0.0653
C -1.0433 0.6667 -8.3203 0.01 0.00 0.00 -0.0055
C 0.0527 0.8962 -7.4914 0.01 -0.01 -0.01 0.0940
C 0.1489 0.3068 -6.2260 0.00 0.00 0.01 0.0080
C 1.3475 0.5579 -5.3378 0.00 0.01 0.01 -0.0008
N 0.9359 0.8628 -3.9717 0.00 0.01 -0.03 0.0022
C 1.1131 0.1709 -2.8496 0.05 0.03 0.03 0.0090
N 0.5433 0.8195 -1.8434 -0.08 -0.05 -0.07 0.1241
C 0.0110 1.9332 -2.4360 0.02 -0.02 0.00 0.0038
N 0.2291 1.9843 -3.7224 0.00 0.00 0.00 0.0053
C -0.8700 -0.5082 -5.7958 -0.01 0.01 0.01 0.0554
H -3.2932 -4.1334 0.7047 0.00 0.02 -0.01 -0.0002
H -2.3405 -5.2423 -0.2807 -0.01 -0.01 0.02 -0.0004
H -2.5915 -1.4816 0.3527 -0.01 0.01 0.00 0.0000
H 1.2583 -2.5409 -0.9229 0.00 0.00 0.00 0.0001
H -5.3362 -5.2374 -0.3272 0.00 0.00 0.00 0.0041
H -6.9878 -5.1631 -2.1406 0.00 0.00 0.00 -0.0018
H -6.4455 -3.9952 -4.2694 0.00 0.00 0.00 0.0016
H -2.5461 -3.0423 -2.7138 0.00 0.00 0.00 0.0019
H -2.9428 -0.3236 -8.5129 0.00 0.00 0.00 0.0014
H -1.0880 1.1356 -9.2929 0.00 0.00 0.00 -0.0017
H 0.8451 1.5506 -7.8345 0.00 0.00 0.00 0.0041
H 1.9354 1.3962 -5.7064 0.00 0.01 0.00 -0.0001
H 1.9954 -0.3182 -5.2946 0.00 0.00 -0.01 -0.0006
H 1.6662 -0.7528 -2.7999 -0.01 -0.01 0.00 -0.0001
H -0.5282 2.6949 -1.8977 -0.01 0.00 0.00 -0.0002
H -0.8314 -0.9677 -4.8162 0.00 0.00 0.00 0.0022
C 2.7537 -1.9397 1.7653 0.00 -0.01 -0.01 0.0025
C 2.7958 -0.4624 1.6548 0.00 -0.02 0.02 0.0224
N 1.8950 0.3659 1.1134 -0.03 0.00 0.02 0.0201
C 2.3753 1.6571 1.2886 0.00 0.01 0.03 0.0079
C 3.5736 1.6098 1.9127 -0.01 0.00 0.05 0.0037
N 3.8110 0.2758 2.1190 -0.01 0.00 0.00 0.0111
C 4.5937 2.6002 2.3894 0.07 0.01 -0.13 0.0002
O 4.3375 3.8776 2.2100 -0.02 -0.01 0.04 -0.0002
O 5.5970 2.1642 2.8777 -0.02 0.00 0.05 0.0009
C 1.4996 2.7670 0.9133 -0.14 -0.04 -0.08 0.0170
O 1.7679 3.9283 0.9887 0.05 0.04 0.01 0.0320
O 0.3091 2.3093 0.4572 0.19 0.21 -0.08 0.1935
H 1.7995 -2.3265 1.4290 0.01 0.00 0.00 0.0001
H 2.8718 -2.2282 2.8104 0.00 0.00 0.00 0.0008
H 3.5675 -2.3880 1.1936 0.00 0.00 0.00 0.0009
H 4.6496 -0.0516 2.5882 0.00 0.00 0.00 0.0001
H 3.4627 4.0520 1.8057 -0.01 0.00 0.00 -0.0001
O -2.1645 -0.5250 3.2673 -0.09 0.07 0.02 -0.0013
Cl -1.1818 -1.6529 3.2404 0.29 -0.07 0.00 0.0034
O -1.8495 -2.7180 2.5716 -0.03 0.00 0.07 0.0022
O -0.7412 -1.9771 4.5294 -0.05 -0.02 -0.03 0.0117
O -0.0543 -1.1981 2.4173 -0.13 0.01 0.11 0.0655
F -1.8151 0.7712 -0.0083 0.06 -0.03 0.03 0.2459
Sb -1.8722 1.5218 3.9402 -0.22 -0.03 -0.01 0.0010
F -2.8499 1.8447 2.3770 0.02 -0.01 0.09 -0.0001
F -3.4080 1.2424 4.9345 0.00 0.01 0.02 -0.0001
F -1.5667 3.3064 4.3213 0.04 -0.05 -0.02 0.0012
F -0.7494 0.8343 5.2533 -0.01 0.00 -0.02 0.0014
F -0.3467 1.3916 2.7564 0.14 0.05 -0.11 0.0495
```
Positions in Å, forces in eV/Å.

Computed properties:
Relative energy (zero: lowest compared OMol25 entry of this formula, charge and spin) in kcal/mol: 29.24
Net charge: +2
F_max in Eh/bohr: 0.0059
E_tot in eV: -98556.778
2S+1: 6

***

No. 2
DFT (ωB97M-V with the def2-TZVPD basis set) results for C5H4S in the gas phase.

```
10
Properties=species:S:1:pos:R:3:forces:R:3:nbo_charge:R:1
S 2.2802 -0.7615 -1.3018 1.16 -0.11 -0.58 0.1650
C 0.9783 -0.3302 -0.5171 -1.75 1.71 -0.49 -0.1820
C 0.1426 0.9286 -0.7265 1.30 1.22 -0.65 -0.2345
C -0.9798 0.8395 -0.0061 -1.67 0.92 -0.96 -0.2182
C -0.8515 -0.3990 0.7436 -1.74 -1.22 3.55 -0.1719
C 0.2441 -1.0932 0.4665 3.71 -2.04 1.23 -0.3011
H 0.5851 1.7835 -1.2670 -0.74 -0.68 -0.07 0.2299
H -1.9789 1.4637 0.0016 2.59 -1.06 0.03 0.2408
H -1.4896 -0.5672 1.6594 0.50 -0.14 -1.34 0.2197
H 1.0694 -1.8643 0.9474 -3.37 1.39 -0.72 0.2524
```
Positions in Å, forces in eV/Å.

Computed properties:
Relative energy (zero: lowest compared OMol25 entry of this formula, charge and spin) in kcal/mol: 27.70
SMILES string: S=C1C=CC=C1
F_max in Eh/bohr: 0.0858
E_tot in eV: -16082.129

***

No. 3
DFT (ωB97M-V with the def2-TZVPD basis set) results for C5H8BN in the gas phase.

```
15
Properties=species:S:1:pos:R:3:forces:R:3:nbo_charge:R:1
B 1.3791 -0.4817 -1.9659 -2.12 -0.11 -0.63 0.4410
N 0.6283 -0.1731 -0.8377 -3.68 3.78 -0.35 -0.6794
C -0.9005 0.6953 -0.8964 3.34 -2.93 -0.05 0.0094
C -1.5813 0.5676 0.2196 0.92 2.31 -1.44 -0.2052
C -0.9999 -0.0241 1.4135 -0.63 0.39 1.69 -0.4875
C 0.4810 -0.0653 1.5476 -0.18 1.26 0.29 -0.2297
C 1.1920 -0.0533 0.4433 0.27 -2.49 -0.97 -0.0095
H 0.9808 -0.3162 -3.0867 0.03 0.23 0.26 -0.0780
H 2.1954 -1.2179 -1.7257 2.07 -0.73 0.14 -0.0858
H -1.2067 1.0204 -1.8783 0.33 0.14 0.03 0.2188
H -2.4880 1.1302 0.3384 -0.59 -0.14 -0.19 0.2235
H -1.5813 0.3999 2.2435 0.62 -0.35 0.26 0.2223
H -1.3387 -1.0072 1.2593 -0.44 -2.00 0.65 0.2318
H 1.0439 -0.0260 2.4727 -0.53 -0.18 0.20 0.2231
H 2.1959 -0.4486 0.4527 0.61 0.82 0.11 0.2053
```
Positions in Å, forces in eV/Å.

Computed properties:
Relative energy (zero: lowest compared OMol25 entry of this formula, charge and spin) in kcal/mol: 52.40
SMILES string: BN1C=CCC=C1
F_max in Eh/bohr: 0.1029
E_tot in eV: -7478.699

***

No. 4
DFT (ωB97M-V with the def2-TZVPD basis set) results for a molecular structure, C6H15INO2.

```
25
Properties=species:S:1:pos:R:3:forces:R:3:nbo_charge:R:1
C 2.0608 -1.1847 -2.1399 0.74 -0.06 1.22 -0.6039
C -0.0920 -0.6970 3.4348 1.67 -0.01 2.52 -0.6818
C 0.6541 -0.9107 -1.6143 0.89 -2.48 3.18 -0.4103
C -1.1396 -0.2991 2.4635 0.54 1.63 -1.61 -0.0523
C 0.3451 0.4735 -1.0481 2.64 0.63 0.82 -0.1820
C -0.6818 0.3905 0.0411 -0.22 -1.50 1.70 0.8984
N -0.1551 1.3141 -2.0593 0.26 0.83 -0.90 -0.8088
O -1.9214 0.1235 -0.3246 -1.58 0.49 -0.16 -0.7079
O -0.2491 0.0695 1.1930 -0.40 0.61 1.10 -0.4695
I -1.2677 3.0849 0.3543 -0.86 0.99 2.11 0.0006
H 2.2330 -2.3616 -2.3087 -0.37 3.03 0.00 0.2575
H 2.1799 -0.5051 -2.9990 0.82 -0.83 -0.06 0.2081
H 2.7333 -0.8277 -1.2563 -0.64 -0.79 -1.84 0.2128
H 0.7888 -1.2335 3.0186 -1.23 -0.62 0.11 0.2545
H 0.4962 0.2343 3.7374 -1.29 -0.80 -0.11 0.2435
H -0.5131 -1.1653 4.4353 0.83 0.79 -2.28 0.2714
H -0.1115 -1.1386 -2.2820 -1.28 -0.63 -1.32 0.2102
H 0.6342 -1.6772 -0.7859 -0.71 0.72 -0.50 0.2133
H -1.6041 0.6376 2.8594 0.13 -0.55 -0.88 0.2185
H -1.8673 -0.9296 1.9641 0.02 -0.68 0.82 0.2135
H 1.3693 0.9408 -0.7535 -1.90 -0.83 0.58 0.2527
H -0.5878 3.2035 -1.0140 0.77 0.07 -1.72 0.1597
H -1.0377 0.9080 -2.2767 -0.95 0.03 -1.06 0.3645
H 0.4982 1.0988 -2.7928 -0.26 0.58 -1.11 0.3770
H -2.7646 0.4510 0.1534 2.39 -0.63 -0.60 0.5604
```
Positions in Å, forces in eV/Å.

Computed properties:
Relative energy (zero: lowest compared OMol25 entry of this formula, charge and spin) in kcal/mol: 59.20
Net charge: +1
F_max in Eh/bohr: 0.0802
E_tot in eV: -20141.519

***

No. 5
DFT (ωB97M-V with the def2-TZVPD basis set) results for C19H22FN3O2 in the gas phase.

```
47
Properties=species:S:1:pos:R:3:forces:R:3:nbo_charge:R:1
C 0.9342 -1.1887 -5.9878 0.06 0.04 0.32 -0.6415
C 1.5477 -1.7554 -4.7112 -0.03 -0.38 -0.53 0.1067
C 1.2021 -3.2283 -4.5160 0.02 0.30 0.13 -0.6414
O 1.1895 -0.9710 -3.5613 0.03 0.14 0.20 -0.5154
C -0.0937 -0.8707 -3.1880 -0.16 0.02 0.02 0.7951
O -1.0243 -1.4037 -3.7476 0.12 0.00 0.01 -0.6189
C -0.2472 -0.0170 -1.9952 -0.07 0.14 0.20 -0.2806
C -1.5186 0.1623 -1.4351 0.34 -0.01 -0.05 -0.0916
C -1.6742 0.9565 -0.3282 -0.06 -0.02 0.05 -0.3197
C -0.5334 1.5671 0.2320 0.07 -0.11 -0.45 0.4351
N -0.5850 2.3680 1.3259 0.05 0.10 0.17 -0.4110
C -1.6974 2.4037 2.2476 -0.23 0.05 0.05 -0.2303
C -1.1662 2.2477 3.6943 -0.10 -0.02 -0.15 -0.2222
N 0.0582 1.4746 3.6815 0.13 0.29 0.35 -0.4564
C -0.0597 0.1214 3.3415 0.02 -0.46 0.01 0.2330
C 0.7045 -0.4946 2.3476 -0.08 0.21 0.13 -0.2841
C 0.5714 -1.8441 2.0803 -0.18 -0.36 0.13 -0.2503
C -0.3290 -2.5939 2.8103 0.05 0.12 -0.02 0.3617
F -0.4658 -3.9140 2.5472 0.01 0.07 0.02 -0.3291
C -1.0937 -2.0199 3.8092 0.05 -0.21 -0.22 -0.2662
C -0.9528 -0.6727 4.0696 0.06 0.10 -0.13 -0.2474
C 1.1138 2.2769 3.0966 0.05 0.08 -0.01 -0.2250
C 0.6137 3.0049 1.8234 0.23 0.12 0.02 -0.2537
N 0.6778 1.4137 -0.3249 -0.01 0.23 0.34 -0.5232
C 0.8096 0.6559 -1.3911 -0.19 -0.33 -0.37 0.1288
H 1.1694 -0.1303 -6.0789 0.03 0.08 -0.07 0.2131
H -0.1454 -1.3101 -5.9700 -0.02 -0.01 -0.06 0.2351
H 1.3373 -1.7154 -6.8484 0.08 -0.04 -0.10 0.2128
H 2.6381 -1.6360 -4.7442 -0.23 -0.03 0.00 0.1872
H 1.6178 -3.5897 -3.5779 0.05 -0.08 0.05 0.2136
H 0.1239 -3.3611 -4.4981 -0.01 -0.05 -0.03 0.2355
H 1.6188 -3.8096 -5.3339 0.08 -0.07 -0.08 0.2127
H -2.3630 -0.3279 -1.8963 -0.07 -0.02 -0.03 0.2385
H -2.6571 1.1186 0.0827 -0.06 0.02 0.03 0.2178
H -2.2519 3.3459 2.1435 -0.08 -0.10 0.03 0.1942
H -2.3713 1.5749 2.0320 0.03 0.06 0.00 0.2121
H -1.9239 1.7706 4.3132 0.01 0.12 0.00 0.2137
H -0.9362 3.2222 4.1321 -0.06 -0.04 0.02 0.1993
H 1.3927 0.0733 1.7433 0.03 0.08 -0.03 0.2293
H 1.1537 -2.3101 1.3012 0.05 -0.08 -0.08 0.2286
H -1.7832 -2.6268 4.3746 -0.06 -0.08 0.05 0.2280
H -1.5348 -0.2338 4.8649 -0.02 0.05 0.10 0.2104
H 1.9773 1.6496 2.8891 0.00 0.03 0.01 0.2140
H 1.4137 3.0164 3.8482 0.07 -0.03 -0.11 0.1979
H 0.3680 4.0469 2.0543 0.04 -0.02 -0.01 0.1888
H 1.3611 2.9769 1.0331 -0.06 0.16 0.18 0.2602
H 1.8139 0.5771 -1.7848 0.03 -0.07 -0.11 0.2052
```
Positions in Å, forces in eV/Å.

Computed properties:
Relative energy (zero: lowest compared OMol25 entry of this formula, charge and spin) in kcal/mol: 4.99
SMILES string: CC(C)OC(=O)c1ccc(N2CCN(c3ccc(F)cc3)CC2)nc1
F_max in Eh/bohr: 0.0126
E_tot in eV: -31343.311

***

No. 6
DFT (ωB97M-V with the def2-TZVPD basis set) results for C3H8N2 in the gas phase.

```
13
Properties=species:S:1:pos:R:3:forces:R:3:nbo_charge:R:1
C -2.3016 -0.0818 0.0337 -1.07 -0.14 1.38 -0.6548
C -0.8042 0.0786 -0.2032 0.19 -0.43 0.14 -0.0452
N -0.0534 -0.9763 -0.1178 0.25 2.02 0.48 -0.2123
N 1.3043 -0.8421 -0.0499 -1.25 0.90 -0.80 -0.4385
C 2.0625 0.4124 -0.0071 -1.19 -1.18 0.62 -0.4385
H -2.8872 -0.8006 -0.6516 1.16 0.99 1.18 0.2291
H -2.5867 -0.2735 1.2009 0.90 0.00 -2.81 0.2150
H -2.6848 0.9301 -0.1062 -0.47 -0.13 -0.26 0.2058
H -0.4687 1.1683 -0.3737 -0.05 -1.81 0.44 0.1596
H 1.7147 -1.7228 0.0931 0.78 -0.62 0.12 0.3781
H 3.0719 0.0867 0.2107 0.40 0.39 -0.59 0.2168
H 1.7520 0.9894 0.8637 -0.20 0.25 0.14 0.1877
H 1.8813 1.0316 -0.8927 0.55 -0.24 -0.03 0.1971
```
Positions in Å, forces in eV/Å.

Computed properties:
Relative energy (zero: lowest compared OMol25 entry of this formula, charge and spin) in kcal/mol: 69.14
SMILES string: C/C=N/NC
F_max in Eh/bohr: 0.0573
E_tot in eV: -6218.849

***

No. 7
DFT (ωB97M-V with the def2-TZVPD basis set) results for 2 unconnected molecules or ions with the total composition C4H7ClOS.

```
14
Properties=species:S:1:pos:R:3:forces:R:3:nbo_charge:R:1
Cl -3.4206 -0.4721 0.2951 -0.16 0.09 0.04 -0.2024
S -1.4289 -0.8593 0.0893 0.31 0.13 -0.07 0.2857
C -0.8832 0.6908 -0.5988 -0.28 -0.46 0.04 -0.4026
C -0.8165 1.8919 0.2944 -0.02 0.18 0.07 -0.4164
C 0.4430 1.2169 -0.1341 0.11 -0.03 0.11 -0.3963
H -1.1527 0.8072 -1.6382 0.03 0.17 -0.03 0.2290
H -1.1293 1.7597 1.3189 -0.05 -0.06 0.04 0.2250
H -1.0724 2.8509 -0.1286 0.00 0.05 -0.11 0.2193
H 1.0748 1.6849 -0.8718 -0.01 0.05 -0.12 0.2215
H 0.9786 0.6308 0.5950 -0.02 -0.01 0.07 0.2264
C 1.8509 -2.5510 0.1956 0.34 -0.51 0.32 0.2956
O 1.2766 -1.6767 -0.3781 -0.13 0.29 -0.27 -0.5010
H 2.7605 -3.0252 -0.2081 0.06 0.04 -0.14 0.1071
H 1.5193 -2.9488 1.1695 -0.17 0.08 0.05 0.1091
```
Positions in Å, forces in eV/Å.

Computed properties:
Relative energy (zero: lowest compared OMol25 entry of this formula, charge and spin) in kcal/mol: 38.66
SMILES string: ClSC1CC1.C=O
F_max in Eh/bohr: 0.0135
E_tot in eV: -29664.882